This record from the OMol25 dataset describes a 3-piece molecular cluster, C2H3FO3 overall at a distorted geometry. The level of theory is ωB97M-V/def2-TZVPD.

- Relative energy (zero: lowest compared OMol25 entry of this formula, charge and spin): 570.1 kJ/mol
- Molecular weight: 94.04 g/mol
- F_max: 0.0892 Eh/bohr
- Gap between HOMO and LUMO (alpha / beta): 10.4 / 8.2 eV
- LUMO level (alpha / beta): -0.320 / -0.763 eV

Each line ends with the Löwdin charge.
Geometry (Å):
1 C -0.012 -0.091 -0.931  -0.4393
2 C 0.625 1.231 1.005  -0.0001
3 O 0.400 0.132 -1.977  0.2435
4 O -1.559 -2.042 -0.291  0.0107
5 O -0.552 -0.563 -0.025  0.0765
6 F 1.548 0.318 1.360  -0.0148
7 H -0.373 1.201 1.292  0.0598
8 H 1.166 2.113 0.671  0.0883
9 H -1.243 -2.300 -1.103  -0.0246